Entry 1:
This record from the Open Molecules 2025 dataset describes a molecular structure, C29H25CdI2N3O2S4. The level of theory is ωB97M-V/def2-TZVPD.

Each line ends with the Mulliken charge.
Cartesian coordinates (Å):
Cd -0.4213 1.1265 0.4344  1.962
I 5.1475 -0.7015 5.7199  -0.083
C 3.3965 0.0035 4.7524  -0.262
C 2.1537 -0.3789 5.2359  -0.545
C 1.0305 0.0572 4.5676  -0.321
I -0.8786 -0.5143 5.2501  -0.018
C 1.0508 0.8567 3.3844  0.330
O 0.0131 1.2648 2.7912  -0.927
C 2.3688 1.1968 2.9414  0.539
C 2.4313 1.8867 1.6103  -0.997
N 2.0716 0.9196 0.5617  0.383
C 3.0062 -0.1871 0.4274  -1.730
C 2.4756 -1.5601 0.8046  1.012
C 3.2213 -2.6942 0.4810  -1.029
C 2.7276 -3.9424 0.8111  -0.314
C 1.5148 -4.0257 1.4790  -0.645
C 0.8592 -2.8450 1.7868  -0.387
N 1.3264 -1.6464 1.4529  0.159
C 3.5042 0.7835 3.6079  -0.270
H 2.0692 -1.0036 6.1143  0.344
H 1.6941 2.6915 1.5788  0.182
H 3.4259 2.3294 1.4424  0.432
H 1.9576 1.4083 -0.3183  -0.175
H 3.3755 -0.2508 -0.6004  0.443
H 3.8806 -0.0163 1.0650  0.536
H 4.1750 -2.5959 -0.0253  0.425
H 3.2729 -4.8412 0.5470  0.375
H 1.0765 -4.9822 1.7325  0.388
H -0.0928 -2.8465 2.3032  0.373
H 4.4805 1.0607 3.2261  0.418
O -0.6547 8.0926 1.0454  -0.675
C -0.6682 6.9391 0.6558  0.590
S -2.0602 5.8772 0.7564  -0.233
C -1.3368 4.4303 0.0216  0.084
C -0.0501 4.5570 -0.3764  -0.129
S 0.8998 3.3117 -1.0941  -0.485
S 0.7108 6.1350 -0.0800  -0.204
S -2.3106 3.0138 -0.0961  -0.492
C -0.7946 1.9119 -4.2744  -1.474
C 0.1935 0.7413 -4.3564  2.240
C -0.4649 -0.4614 -5.0459  -1.726
C 1.4741 1.1625 -5.0885  -1.692
C 0.5703 0.3183 -3.0003  -0.443
N 0.9067 -0.1081 -1.9869  -0.356
H -1.0802 2.2250 -5.2825  0.416
H -0.3500 2.7503 -3.7418  0.250
H -1.6889 1.6217 -3.7215  0.355
H -0.7917 -0.1804 -6.0488  0.413
H -1.3343 -0.7888 -4.4757  0.383
H 0.2315 -1.2983 -5.1254  0.383
H 1.2391 1.4548 -6.1138  0.405
H 2.1957 0.3437 -5.1158  0.388
H 1.9298 2.0116 -4.5784  0.362
C -1.8756 -0.4442 0.1582  -1.761
C -2.8707 -1.1462 0.2035  0.790
C -4.0077 -2.0074 0.1878  0.304
C -5.0269 -1.8240 -0.7567  -0.517
C -6.1218 -2.6708 -0.7951  -0.380
C -6.2277 -3.7220 0.1076  -0.375
C -5.2298 -3.9092 1.0548  -0.389
C -4.1335 -3.0637 1.0990  -0.561
H -4.9374 -1.0023 -1.4549  0.459
H -6.9006 -2.5113 -1.5320  0.342
H -7.0822 -4.3876 0.0737  0.347
H -5.3075 -4.7198 1.7706  0.344
H -3.3589 -3.2052 1.8419  0.441

Results
Gap between HOMO and LUMO   4.68 eV
Total charge   -2
Lowest unoccupied orbital energy   3.53 eV
HOMO level   -1.15 eV
Total energy   -3790.78146 Eh

***

Entry 2:
This record from the Open Molecules 2025 dataset describes a molecular structure, C30H22AsN3O6S5SbTc at a distorted geometry. The level of theory is ωB97M-V/def2-TZVPD.

Each line ends with the Mulliken charge.
Cartesian coordinates (Å):
Tc -0.5961 0.4802 0.6643  -0.075
O 2.8192 1.5166 -1.2712  -0.464
S 1.9492 0.8169 -0.3886  1.177
O 2.4512 -0.1303 0.5476  -0.608
O 0.9259 1.7302 0.2508  -0.646
O 0.9725 -0.0936 -1.3602  0.281
O 1.3125 -4.5637 5.3093  -0.600
N 0.8664 -5.0185 4.2794  1.053
O 0.7634 -6.1898 4.0121  -0.585
C 0.4124 -4.0493 3.2445  -0.480
C -0.2972 -4.5691 2.2235  -0.563
C -0.8408 -3.7315 1.2014  0.774
C -1.5622 -4.2179 0.0950  -0.706
C -2.0521 -3.3315 -0.8311  -1.397
C -1.8330 -1.9656 -0.6575  -0.270
N -1.1528 -1.4854 0.3801  1.027
C -0.6507 -2.3571 1.3035  0.070
C 0.1123 -1.8141 2.3811  0.019
N 0.2517 -0.4671 2.3716  0.528
C 1.0008 0.1129 3.2905  -0.442
C 1.6681 -0.6313 4.2638  -1.010
C 1.5177 -1.9940 4.3066  -0.537
C 0.6905 -2.6359 3.3563  0.498
H -0.4662 -5.6370 2.1920  0.616
H -1.7203 -5.2837 -0.0130  0.529
H -2.6146 -3.6634 -1.6915  0.631
H -2.2401 -1.2448 -1.3530  0.686
H 1.0695 1.1929 3.2555  0.534
H 2.3015 -0.1239 4.9768  0.466
H 2.0227 -2.5702 5.0634  0.607
S -4.8042 -0.1198 -0.5318  -0.368
Sb -4.6460 1.6701 0.7684  0.595
S -2.2507 0.9516 1.9802  -0.158
S -1.8761 1.3340 -1.0975  -0.007
S -2.5933 2.9747 -0.2744  -0.168
C -0.2584 4.4051 -4.8336  -0.600
C 0.3089 4.3856 -3.5667  -0.816
C 0.6964 3.1885 -2.9872  -0.267
C 0.4834 2.0060 -3.6901  1.099
C -0.0918 2.0132 -4.9640  -0.629
C -0.4554 3.2228 -5.5329  -0.984
As 1.0728 0.2722 -3.1353  1.772
C -0.1598 -1.0497 -3.7590  0.275
C -1.5111 -0.7711 -3.9593  -0.222
C -2.3560 -1.7839 -4.3853  -0.847
C -1.8533 -3.0599 -4.6140  -0.708
C -0.5069 -3.3342 -4.4107  -0.758
C 0.3472 -2.3291 -3.9833  -0.767
C 2.8065 -0.2237 -3.7566  0.373
C 3.0120 -0.0437 -5.1216  -0.544
C 4.2382 -0.3922 -5.6629  -0.725
C 5.2350 -0.9107 -4.8470  -0.542
C 5.0142 -1.0896 -3.4882  -0.787
C 3.7934 -0.7444 -2.9295  -0.063
H -0.5459 5.3474 -5.2800  0.440
H 0.4667 5.3099 -3.0279  0.475
H 1.1572 3.1873 -2.0128  0.451
H -0.2577 1.0915 -5.5068  0.469
H -0.8954 3.2375 -6.5206  0.449
H -1.9035 0.2233 -3.7952  0.599
H -3.4038 -1.5725 -4.5519  0.482
H -2.5132 -3.8405 -4.9694  0.471
H -0.1181 -4.3255 -4.6010  0.482
H 1.4012 -2.5336 -3.8385  0.460
H 2.2350 0.3684 -5.7552  0.351
H 4.4166 -0.2543 -6.7204  0.440
H 6.1925 -1.1771 -5.2735  0.415
H 5.7952 -1.4894 -2.8564  0.446
H 3.6247 -0.8835 -1.8704  0.304

Results
Gap between HOMO and LUMO (spin up / spin down)   5.64 / 5.65 eV
Total charge   +2
Lowest unoccupied orbital energy (spin up / spin down)   -8.15 / -8.14 eV
HOMO level (spin up / spin down)   -13.79 / -13.79 eV
Total energy   -6319.31434 Eh

***

Entry 3:
This record from the Open Molecules 2025 dataset describes C5H9NS2 in the gas phase at a distorted geometry. The level of theory is ωB97M-V/def2-TZVPD.

Each line ends with the Mulliken charge.
Cartesian coordinates (Å):
C -0.7913 1.1530 -2.2576  -1.128
N -1.1412 0.1739 -1.1007  -0.188
C -1.8891 0.7563 -0.1298  -0.656
C -0.6295 0.1186 0.2394  0.805
C 0.4380 1.1124 0.5284  -0.295
S 1.6073 0.9518 1.5975  -0.267
C -0.4501 -1.2338 0.7435  -0.685
S 0.5684 -1.9901 -0.4621  -0.180
H -0.0184 0.8569 -2.8880  0.357
H -1.5398 1.2548 -2.9579  0.401
H -0.6746 2.0960 -1.9287  0.421
H -1.9925 1.7766 -0.1827  0.417
H -2.8153 0.3630 0.5357  0.166
H 0.4507 2.0608 -0.2407  0.072
H -1.5352 -1.5066 0.4917  0.273
H -0.5320 -1.4661 1.8894  0.352
H 1.7660 -1.4788 0.0759  0.133

Results
Gap between HOMO and LUMO   8.57 eV
SMILES   CN1C[C@@]1(C=S)CS
Lowest unoccupied orbital energy   -0.04 eV
HOMO level   -8.62 eV
Total energy   -1046.87739 Eh